1.
The following is a DFT calculation (ωB97M-V with the def2-TZVPD basis set) of a structure of composition C15H31ClCuP2 at a distorted geometry.

The highest occupied orbital energy (spin up / spin down) is -6.2 / -6.2 eV. The energy above the lowest of the compared OMol25 structures with the same formula, charge and spin is 44.8 kJ/mol. Its total charge is 0. The value obtained for the calculated total energy is -91791.583 eV. The spin multiplicity is 2. Its HOMO-LUMO gap (spin up / spin down) is 5.98 / 5.01 eV. Its LUMO energy (spin up / spin down) is -0.2350 / -1.2070 eV.

The geometry in XYZ format:
```
50
Properties=species:S:1:pos:R:3:forces:R:3:nbo_charge:R:1
P -1.4749 0.8901 -0.6058 -2.04 -0.59 -2.71 1.556
P 1.1770 -1.3384 -1.7489 -1.13 2.93 -2.63 1.564
C -1.3829 0.0588 -2.3045 1.21 0.76 0.02 -0.726
C -0.6280 -1.3022 -2.2607 0.12 -0.78 -0.51 -0.718
H -0.8687 0.8397 -2.9219 -0.32 -0.97 -0.01 0.222
H -2.4013 -0.1047 -2.6715 0.42 -0.03 -0.12 0.248
H -1.1758 -2.0615 -1.6455 0.38 0.73 -0.46 0.251
H -0.5873 -1.6996 -3.2983 -0.13 -0.03 0.49 0.240
C 2.0802 -0.7137 -3.2405 -0.46 -0.89 -0.09 -0.947
H 3.1660 -0.8135 -3.0275 -0.62 0.14 -0.35 0.258
H 1.8031 0.3564 -3.4164 0.23 -1.00 0.18 0.260
H 1.7627 -1.3599 -4.0897 0.57 0.61 0.26 0.237
C 1.7419 -3.0626 -1.4972 0.16 0.04 0.40 -0.950
H 1.8455 -3.5270 -2.4851 -0.03 0.41 -0.02 0.266
H 1.0378 -3.6915 -0.9392 0.13 0.47 0.07 0.276
H 2.7243 -3.0967 -1.0074 -0.28 0.13 0.00 0.295
C -2.0688 2.6292 -0.7566 0.14 0.89 -0.69 -0.944
H -2.4163 2.9733 0.2282 0.07 -0.11 -0.44 0.243
H -2.9154 2.6149 -1.4533 0.26 0.20 0.18 0.240
H -1.2962 3.3119 -1.1327 -0.18 -0.05 0.15 0.226
C -3.3574 0.3459 -0.5857 -0.41 -0.07 0.21 -0.991
H -3.4097 -0.7453 -0.7581 -0.13 0.40 0.19 0.195
H -3.9853 0.8169 -1.3669 0.33 -0.08 0.35 0.204
H -3.7893 0.5837 0.4023 -0.14 -0.21 -0.40 0.208
Cu 2.3853 -1.0033 4.0795 -0.47 0.46 0.48 0.522
C 1.4306 0.2062 -0.7510 0.55 -1.93 3.33 -0.505
C 0.4268 1.3686 -0.7085 -0.35 0.75 -0.64 -0.553
C 0.7353 2.2788 0.5296 -0.57 -0.33 0.19 -0.411
C -0.2719 1.9100 1.6792 -0.19 0.99 0.28 -0.444
C -1.3382 0.9235 1.2955 0.08 -0.58 2.08 -0.340
C -1.2741 -0.4159 0.6879 2.23 -1.42 1.51 -0.462
C 0.0113 -1.2777 0.8258 -0.75 0.23 0.47 -0.430
C 1.3401 -0.5630 0.6546 0.94 -0.33 -0.44 -0.487
C 1.0371 -0.2996 5.1943 -0.24 -0.06 -0.13 -1.256
H 2.4808 0.5580 -0.9042 -0.72 -0.36 0.01 0.251
H 0.5207 1.9608 -1.6591 -0.14 -0.39 0.74 0.218
H 0.4778 3.3600 0.4131 0.88 -0.87 -0.79 0.228
H 1.7906 2.1375 0.8420 -0.64 0.37 -0.05 0.227
H 0.2526 1.6905 2.6169 -0.11 -0.37 -0.12 0.266
H -0.8679 2.8458 1.8895 0.66 -0.84 0.03 0.209
H -2.2713 1.0504 1.8377 0.01 0.37 -0.22 0.240
H -2.1482 -1.0341 0.9273 0.21 0.47 -0.42 0.254
H -0.0401 -2.2064 0.2238 -0.22 0.48 0.10 0.179
H -0.0914 -1.6490 1.8526 0.52 -0.02 0.04 0.273
H 1.5917 0.0040 1.5323 -0.15 0.75 0.24 0.269
H 2.1540 -1.3089 0.7222 -0.28 0.12 -0.15 0.265
H 1.0365 -0.9791 6.0753 -0.33 0.72 -0.27 0.203
H 0.1317 -0.4616 4.5614 0.12 0.30 0.73 0.175
H 1.1993 0.7747 5.4285 -0.36 -0.69 0.13 0.195
Cl 3.7195 -1.7743 2.7367 1.20 -0.75 -1.23 -0.803
```
Forces are in eV/Å.



2.
The following is a DFT calculation (ωB97M-V with the def2-TZVPD basis set) of a structure of composition C15H31CoNO3P2 at a distorted geometry.

The highest occupied orbital energy (spin up / spin down) is -3.9 / -5.7 eV. The energy above the lowest of the compared OMol25 structures with the same formula, charge and spin is 69.7 kJ/mol. Its total charge is 0. The value obtained for the calculated total energy is -79884.904 eV. The spin multiplicity is 4. Its HOMO-LUMO gap (spin up / spin down) is 3.45 / 2.89 eV. Its LUMO energy (spin up / spin down) is -0.4970 / -2.8266 eV.

The geometry in XYZ format:
```
53
Properties=species:S:1:pos:R:3:forces:R:3:nbo_charge:R:1
P 0.1871 -2.4533 1.3231 0.36 1.49 0.50 0.887
P 0.2206 2.1931 2.0905 0.59 -2.46 -2.34 1.859
C -0.0975 0.1534 -0.0707 0.29 1.09 0.29 -0.833
C 0.3218 1.5519 0.2909 -1.19 1.37 0.24 -0.787
H -1.1522 -0.0440 -0.3157 0.38 0.17 0.11 0.189
H 0.5545 -0.3322 -0.7994 -0.23 0.62 0.37 0.225
H 1.2968 1.7822 -0.1531 -0.18 0.23 0.72 0.223
H -0.4492 2.2020 -0.1108 0.13 1.06 -0.50 0.181
C -1.5483 2.5982 2.2332 0.11 0.15 0.69 -1.015
H -1.7007 3.2315 3.1178 -0.12 -0.04 -0.34 0.250
H -2.1562 1.6895 2.3679 0.40 0.22 -0.22 0.268
H -1.8462 3.1268 1.3111 0.10 -0.19 0.43 0.248
C 1.1821 3.7071 2.1542 -0.30 0.22 0.42 -1.009
H 0.6744 4.4573 1.5275 0.35 -0.17 0.18 0.249
H 2.1899 3.4847 1.7964 -0.17 0.05 -0.12 0.259
H 1.2637 4.0683 3.1855 -0.10 0.05 -0.18 0.255
C -1.1381 -3.5698 0.9131 -0.48 -1.05 0.40 -0.963
H -1.2119 -4.2891 1.7394 -0.31 -0.23 -0.31 0.223
H -0.9882 -4.1051 -0.0329 0.03 0.20 0.22 0.248
H -2.0737 -2.9964 0.8611 0.25 -0.15 -0.02 0.248
C 1.8227 -3.1054 0.9410 0.44 -1.21 0.24 -0.955
H 2.5585 -2.3010 1.1487 -0.41 -0.42 -0.20 0.244
H 1.9298 -3.4373 -0.1068 -0.05 0.11 0.54 0.238
H 2.0048 -3.9317 1.6394 0.49 -0.16 -0.35 0.218
Co 0.8213 -0.3862 1.4210 0.19 -0.40 1.14 0.511
C 0.5353 1.4075 -2.4363 -1.62 1.51 -0.61 -0.179
C -0.8091 1.4984 -2.3058 1.31 0.63 -0.96 -0.152
C -1.7683 0.7184 -3.1310 -0.44 -0.21 -0.40 -0.451
C -1.3376 -0.7149 -3.5253 -0.48 0.13 0.10 -0.448
C -0.5513 -1.4776 -2.4794 2.39 -1.01 -1.04 -0.173
C 0.8199 -1.5743 -2.4839 -2.68 -0.20 -0.72 -0.185
C 1.6753 -0.7205 -3.3631 0.53 0.20 -0.37 -0.458
C 1.2315 0.7497 -3.5735 0.31 -0.17 -0.30 -0.442
C 0.2689 -2.2944 3.1538 -0.04 -0.91 0.14 -0.932
H 1.1918 1.9971 -1.7967 -0.41 -0.11 -0.40 0.192
H -1.3154 2.2259 -1.6507 0.64 -0.53 -0.06 0.192
H -1.9723 1.2586 -4.0637 -0.10 0.06 -0.02 0.214
H -2.7345 0.6806 -2.6111 0.19 -0.05 0.01 0.206
H -2.2736 -1.2644 -3.7122 0.29 0.00 0.01 0.217
H -0.8355 -0.6653 -4.5062 0.12 -0.26 0.57 0.206
H -1.1019 -2.1156 -1.7935 -0.04 0.13 -0.02 0.199
H 1.3247 -2.3371 -1.8880 -0.23 0.43 0.15 0.200
H 1.7374 -1.1294 -4.3786 0.13 -0.33 0.11 0.218
H 2.7008 -0.7254 -2.9721 -0.17 -0.03 -0.03 0.211
H 2.1452 1.3369 -3.7557 -0.22 -0.19 -0.10 0.215
H 0.6332 0.8403 -4.4918 0.12 -0.09 0.28 0.199
H 1.1465 -1.6445 3.3459 -0.34 -0.52 0.26 0.234
H 0.3763 -3.2831 3.6160 0.23 0.08 0.38 0.204
H -0.6118 -1.8049 3.5866 0.18 -0.04 -0.30 0.248
O -1.7099 0.5942 4.9064 1.48 2.23 3.16 -0.249
N -1.2481 1.4796 5.6628 -1.00 0.93 -5.16 0.494
O -0.9994 2.6462 5.2967 -0.38 -3.21 2.05 -0.284
O 0.8163 1.0238 2.8780 -0.35 0.99 1.34 -1.156
```
Forces are in eV/Å.



3.
The following is a DFT calculation (ωB97M-V with the def2-TZVPD basis set) of a structure of composition C15H31F5OP2TeTi at a distorted geometry.

The highest occupied orbital energy (spin up / spin down) is -5.0 / -8.3 eV. The energy above the lowest of the compared OMol25 structures with the same formula, charge and spin is 318.6 kJ/mol. Its total charge is 0. The value obtained for the calculated total energy is -80675.023 eV. The spin multiplicity is 3. Its HOMO-LUMO gap (spin up / spin down) is 3.86 / 7.21 eV. Its LUMO energy (spin up / spin down) is -1.1051 / -1.1046 eV.

The geometry in XYZ format:
```
56
Properties=species:S:1:pos:R:3:forces:R:3:nbo_charge:R:1
P -0.5761 -1.9886 1.1659 0.34 0.24 -1.15 1.597
P -0.3589 2.1742 1.8635 0.38 -1.34 -0.33 0.847
C -1.2606 -0.3997 0.5540 -0.21 0.71 -0.30 -0.754
C -0.5399 0.9703 0.4742 1.62 -0.28 -0.05 -0.680
H -2.2218 -0.2607 1.0894 0.39 -0.29 0.19 0.247
H -1.5667 -0.5694 -0.4913 0.26 -0.42 0.37 0.283
H 0.5046 0.9497 0.0414 -1.69 -0.03 0.45 0.215
H -1.1872 1.5549 -0.1601 0.22 -0.18 -0.63 0.226
C -2.0918 2.6847 1.6040 -0.04 0.36 0.80 -0.934
H -2.4738 3.0265 2.5605 -0.51 0.33 -0.17 0.252
H -2.6652 1.8356 1.2263 -0.09 0.16 0.37 0.217
H -2.0768 3.4497 0.8255 -0.32 0.13 0.24 0.225
C 0.5344 3.5756 1.0354 -0.11 -0.05 0.09 -0.931
H -0.0990 4.0363 0.2723 0.07 -0.13 -0.06 0.219
H 1.4919 3.2920 0.5825 -0.19 -0.13 0.28 0.252
H 0.7178 4.3422 1.7977 0.05 -0.18 -0.10 0.248
C -1.7887 -3.2429 0.6311 -0.27 -0.13 0.10 -0.965
H -1.8021 -4.0332 1.3910 0.01 0.09 -0.14 0.255
H -1.5087 -3.7046 -0.3309 -0.02 0.39 0.38 0.269
H -2.8132 -2.8400 0.5490 0.50 -0.03 0.06 0.260
C 1.0625 -2.6733 0.7419 -0.04 -0.49 0.48 -0.979
H 1.9094 -1.9206 0.8105 -1.01 -0.56 -0.12 0.334
H 1.0406 -3.3379 -0.1506 0.04 0.74 0.60 0.263
H 1.1729 -3.3068 1.6425 0.19 -0.08 -0.42 0.246
Ti 2.1748 0.0098 -0.6404 1.86 1.29 1.17 1.357
C 1.0631 1.3881 -2.2523 -1.83 2.30 -1.16 -0.388
C -0.3121 1.4785 -2.3469 0.74 0.42 0.49 -0.102
C -1.2075 0.5292 -3.0484 -0.59 -1.41 -1.07 -0.468
C -0.6703 -0.9550 -3.2729 -0.72 0.96 -0.62 -0.445
C 0.1234 -1.4957 -2.1551 -0.78 -1.24 0.35 -0.327
C 1.4956 -1.3458 -2.0240 1.67 -0.74 -0.87 -0.579
C 2.2875 -0.6205 -3.1544 0.74 -1.10 -0.22 -0.472
C 1.7769 0.7996 -3.4578 0.56 -0.56 0.38 -0.416
C -0.4794 -1.9478 2.9279 -0.15 -0.07 0.74 -1.008
H 1.6445 2.1233 -1.6424 -0.75 -0.08 -0.79 0.229
H -0.9392 2.2808 -1.9306 0.88 -0.13 0.39 0.190
H -1.5033 0.9510 -4.0301 0.17 -0.12 0.15 0.224
H -2.1883 0.4225 -2.5419 0.48 0.37 0.20 0.201
H -1.5213 -1.6303 -3.4715 0.06 0.47 0.14 0.211
H -0.1363 -0.9169 -4.2305 0.27 -0.26 0.22 0.199
H -0.2979 -2.3227 -1.5903 -0.30 0.03 -0.15 0.165
H 2.0843 -2.0923 -1.4261 -0.40 0.19 -1.07 0.220
H 2.2408 -1.2390 -4.0582 -0.03 0.06 -0.07 0.208
H 3.3524 -0.5592 -2.8583 -0.77 -0.25 -0.47 0.278
H 2.6071 1.4850 -3.6712 0.00 -0.30 -0.03 0.230
H 1.1531 0.7920 -4.3610 -0.08 0.15 0.47 0.208
H 0.4673 -1.4616 3.1900 -0.16 -0.04 -0.12 0.276
H -0.4133 -2.9774 3.2948 -0.05 0.15 0.02 0.259
H -1.3105 -1.4287 3.4114 0.17 -0.16 -0.14 0.287
F 0.5149 -0.7677 5.5146 -0.17 0.54 -0.52 -0.685
Te 0.3532 1.0485 4.8070 -2.81 1.05 0.40 2.540
F -0.0308 1.4247 6.6348 0.29 -0.12 -1.13 -0.621
F 3.9199 0.1485 -1.2091 0.76 0.60 0.07 -0.659
F -1.4542 0.5226 4.3023 1.61 -0.08 0.63 -0.637
F -0.5596 2.7925 4.5311 0.80 -0.48 0.93 -0.688
O 2.3618 -0.0500 1.0340 -1.03 -0.30 0.72 -0.999
```
Forces are in eV/Å.



4.
The following is a DFT calculation (ωB97M-V with the def2-TZVPD basis set) of the ion C15H31I2N5O3PS with charge +1.

The highest occupied orbital energy is -11.7 eV. Its total charge is +1. The value obtained for the calculated total energy is -65970.852 eV. Its HOMO-LUMO gap is 8.52 eV. Its LUMO energy is -3.1629 eV.

The geometry in XYZ format:
```
58
Properties=species:S:1:pos:R:3:forces:R:3:nbo_charge:R:1
C 0.8760 2.5226 3.2657 0.13 0.22 -0.01 -0.625
C 2.2279 1.9834 3.7530 -0.11 0.00 -0.03 -0.428
C 3.0487 1.1290 2.7591 0.08 0.18 0.21 -0.251
N 2.5987 1.2026 1.3691 0.11 0.16 -0.44 -0.188
C 2.6941 2.2425 0.5381 -0.03 -0.13 0.09 0.296
S 3.4613 3.7304 1.0079 -0.08 -0.05 0.17 0.114
N 2.1935 1.9958 -0.6597 -0.01 -0.06 0.04 -0.490
C 1.7660 0.7262 -0.6129 -0.04 0.03 0.41 0.598
N 1.2318 0.1116 -1.6803 0.06 0.11 -0.04 -0.254
N 1.0246 0.9644 -2.7834 0.01 -0.12 -0.06 -0.606
C 0.8719 -1.3008 -1.8014 -0.05 -0.06 -0.08 -0.235
C -0.5068 -1.6368 -1.2170 0.15 -0.24 -0.16 -0.440
C -1.6640 -1.5866 -2.2305 -0.01 0.11 0.07 -0.831
P -3.1314 -0.7555 -1.5380 -0.03 0.15 0.12 2.406
O -2.9040 -0.3164 -0.1501 0.02 -0.03 0.00 -1.116
O -3.4730 0.4130 -2.5573 -0.01 -0.07 -0.02 -0.810
C -2.6516 1.5955 -2.5260 0.11 0.16 -0.14 -0.067
C -3.4634 2.7758 -2.0532 -0.11 -0.11 0.05 -0.629
O -4.3332 -1.7400 -1.7804 0.06 -0.03 0.05 -0.817
C -5.1488 -2.1778 -0.6591 -0.12 -0.04 -0.04 -0.059
C -4.4154 -3.1619 0.2409 -0.03 0.02 -0.02 -0.647
N 1.9923 0.1918 0.6314 -0.26 0.05 -0.29 -0.235
C 1.7282 -1.1102 1.1930 0.37 -0.21 0.70 -0.209
I 0.3971 -1.0023 2.8794 -0.67 0.15 -0.18 0.193
C 3.0220 -1.9697 1.4023 -0.01 0.10 -0.24 -0.383
C 4.3167 -1.3099 0.9329 0.07 -0.19 -0.15 -0.645
I 3.2958 -2.7510 3.3606 0.53 -0.34 0.17 0.170
H 0.9679 3.5645 2.9648 0.02 0.03 -0.11 0.218
H 0.1499 2.5019 4.0740 -0.08 -0.09 -0.01 0.236
H 0.4637 1.9695 2.4230 -0.06 -0.03 0.10 0.204
H 2.0841 1.3744 4.6439 0.01 -0.06 0.00 0.231
H 2.8444 2.8270 4.0548 0.05 0.01 0.06 0.225
H 3.0699 0.0869 3.0617 -0.09 -0.01 -0.08 0.247
H 4.0879 1.4599 2.7588 0.04 -0.03 -0.05 0.231
H 2.7316 4.4376 0.1367 0.08 0.03 -0.13 0.184
H 1.7443 0.7947 -3.4790 -0.01 0.00 -0.01 0.364
H 0.1202 0.7528 -3.1866 -0.03 0.08 0.05 0.363
H 1.6612 -1.9298 -1.3852 0.06 0.10 0.14 0.206
H 0.8921 -1.5092 -2.8698 0.01 -0.01 -0.04 0.231
H -0.4556 -2.6498 -0.8113 -0.05 0.04 0.14 0.223
H -0.7346 -0.9606 -0.3913 0.02 -0.05 0.09 0.252
H -1.9539 -2.5927 -2.5276 -0.05 -0.01 -0.08 0.266
H -1.3918 -1.0674 -3.1517 0.04 0.03 0.00 0.230
H -1.7812 1.4440 -1.8794 -0.02 -0.04 0.05 0.171
H -2.2973 1.7594 -3.5448 -0.02 -0.06 -0.06 0.181
H -3.7183 2.6657 -1.0010 0.00 0.01 0.04 0.225
H -2.9069 3.7010 -2.1954 0.03 0.03 0.02 0.219
H -4.3874 2.8266 -2.6266 -0.01 0.08 -0.03 0.226
H -5.4860 -1.2989 -0.1146 0.01 0.01 0.04 0.199
H -6.0117 -2.6406 -1.1267 -0.01 -0.01 -0.09 0.201
H -4.0622 -2.6879 1.1531 0.07 0.02 -0.01 0.228
H -3.5579 -3.5806 -0.2861 -0.01 -0.05 -0.02 0.209
H -5.0693 -3.9920 0.5018 -0.02 0.00 0.09 0.226
H 1.0943 -1.6488 0.5177 -0.06 0.14 -0.33 0.273
H 2.8770 -2.8668 0.8050 -0.09 -0.04 0.02 0.238
H 5.0489 -2.0867 0.7265 0.06 -0.04 0.09 0.249
H 4.7547 -0.6479 1.6767 -0.07 0.09 -0.05 0.222
H 4.1670 -0.7721 -0.0055 0.02 0.06 0.01 0.210
```
Forces are in eV/Å.



What is the formula in the first record? C15H31ClCuP2



The highest total charge belongs to which entry? C15H31I2N5O3PS